Entry 1:
Molecular formula: C34H34GdI2N2O3Si
Method: DFT, ωB97M-V/def2-TZVPD

Computed properties:
⟨S²⟩   16.0249
2S+1   8
Total charge   +1
HOMO (alpha / beta)   -10.3 / -10.3 eV
LUMO (alpha / beta)   -0.141 / -0.218 Eh
Kohn-Sham gap (alpha / beta)   6.459 / 4.374 eV

CARTESIAN COORDINATES (ANGSTROEM)
H  -7.642532  -3.105261  -0.111927
C  -0.502477  -2.192786  -2.757958
H  3.529277  1.839592  5.167406
H  1.493939  -6.317882  -0.650900
Si  -2.258433  -2.654857  1.866042
O  0.841966  0.058332  2.098139
H  -0.325793  -2.850963  5.095313
H  7.341850  3.585781  2.947237
C  -5.650267  -3.902155  -0.242183
H  -4.786147  -1.424391  2.595490
H  -2.270188  -5.597242  1.262975
C  0.202228  -3.425946  0.516049
H  1.463310  0.972661  -5.801020
H  -3.701903  -1.548124  4.282450
C  1.513642  0.898292  -4.721137
C  2.357017  1.670701  -2.613027
C  6.196495  2.876971  1.262304
H  -5.899082  -4.602287  -1.034805
H  -2.186070  -0.653796  4.052347
H  0.002761  -3.732868  3.600648
C  2.821130  1.213427  1.354699
O  -1.885675  -1.142464  1.342238
H  -3.721126  -4.121387  4.067269
H  -4.174304  1.932665  0.109415
H  -3.599183  -4.504540  -0.180134
C  -1.326448  -5.207906  0.885786
H  -0.895428  -2.906033  -2.044004
N  2.645003  1.154635  0.016760
C  4.060615  1.858084  1.777833
C  4.304863  2.080115  3.148285
C  -4.003370  -2.959253  1.282019
H  -2.426784  -1.650147  5.497163
I  -2.989901  0.029968  -1.347220
C  0.766922  -0.080706  -4.075700
H  1.476982  0.656330  4.472837
C  1.922573  0.734362  2.387477
H  0.157868  -0.757802  -4.662971
C  -6.629810  -3.063460  0.275571
H  -3.693815  0.520964  1.141071
H  4.856678  2.089279  -0.207468
H  2.894065  2.527648  -4.502937
H  6.939241  3.180283  0.531399
C  -0.481671  -2.842092  4.009612
C  -2.638380  -4.107568  4.239014
C  -1.046825  -3.838665  1.007088
O  0.143307  -1.163446  -1.996644
N  1.596048  0.582059  -0.536034
C  0.792510  -5.630609  -0.191376
H  5.657744  2.875719  4.612195
C  -2.614301  -1.592861  4.418013
C  -6.310069  -2.170747  1.295356
H  -2.210678  -5.001394  3.765769
C  0.823563  -0.189641  -2.703524
C  -4.350526  -3.851469  0.257642
H  -2.471060  -4.202837  5.319495
H  -7.074395  -1.520551  1.709139
H  -1.309838  -1.775573  -3.351490
H  2.071830  -3.919854  -0.426964
H  0.219916  -2.679335  -3.404728
C  6.426620  3.103863  2.623311
H  2.946631  2.353711  -2.020769
C  2.314536  1.765291  -3.994324
Gd  -0.184276  -0.538413  0.386640
C  1.598636  0.706352  -1.944703
H  -0.673430  -7.144426  0.226385
C  3.335381  1.647307  4.116497
H  0.031204  -1.960278  3.619707
C  1.115449  -4.288675  -0.072305
C  -3.420088  1.204664  0.358438
C  5.487979  2.707440  3.552646
C  -5.012233  -2.121118  1.789105
I  -1.682668  2.231128  1.021007
C  2.202021  1.002273  3.744031
C  -1.990036  -2.813368  3.716238
H  0.563466  -2.425060  0.673698
C  5.033214  2.267695  0.843632
C  -0.425740  -6.090262  0.298089

Force components x, y, z for each atom (eV/Å):
H 0.10 0.00 0.04
C 0.08 0.07 0.15
H 0.01 -0.02 -0.09
H -0.07 0.04 0.05
Si 0.04 -0.22 -0.06
O 1.12 0.50 1.01
H 0.01 -0.01 -0.07
H -0.08 -0.04 -0.02
C 0.04 -0.01 0.08
H -0.05 -0.08 -0.21
H 0.15 0.05 -0.04
C -0.37 -0.69 0.17
H 0.01 0.00 0.08
H 0.22 -0.04 0.09
C 0.02 0.00 -0.05
C -0.38 -0.12 -0.03
C -0.17 -0.08 -0.07
H 0.04 0.09 0.10
H -0.02 -0.08 0.01
H -0.05 0.04 0.00
C -0.34 -0.16 0.60
O -0.97 -0.58 1.22
H 0.14 0.02 0.02
H -0.14 0.09 -0.03
H -0.12 0.11 0.07
C -0.02 0.02 -0.02
H -0.05 -0.08 0.12
N -1.39 -0.88 -0.30
C 0.07 0.10 -0.28
C -0.41 -0.22 0.12
C -0.28 -0.04 -0.14
H -0.01 0.01 -0.08
I -0.39 0.20 -0.41
C -0.05 -0.07 -0.35
H 0.07 0.02 -0.06
C 0.15 -0.02 -1.30
H 0.09 0.09 0.06
C 0.05 0.03 0.03
H -0.14 -0.15 0.20
H 0.03 0.01 0.03
H -0.05 -0.08 0.06
H -0.09 -0.03 0.07
C -0.07 -0.04 0.16
C -0.02 0.00 -0.01
C 0.21 -0.10 -0.19
O 0.08 -0.27 0.06
N 2.77 1.54 0.57
C -0.04 -0.12 -0.03
H 0.00 -0.02 -0.11
C -0.04 -0.04 0.08
C 0.04 -0.08 -0.04
H -0.04 0.14 0.06
C 0.31 0.47 0.23
C -0.05 0.18 -0.01
H -0.01 0.02 -0.11
H 0.07 -0.06 -0.04
H -0.14 0.06 -0.11
H -0.05 -0.01 0.05
H 0.10 -0.09 -0.09
C -0.07 -0.01 0.37
H 0.03 0.02 -0.03
C 0.00 0.04 -0.03
Gd -1.56 0.28 -1.32
C 0.37 0.09 -0.55
H 0.02 0.11 0.00
C 0.25 0.14 -0.39
H 0.01 0.07 -0.05
C 0.01 0.00 -0.08
C 0.28 -0.01 -0.17
C 0.52 0.27 -0.06
C 0.00 -0.10 -0.02
I -0.09 0.25 0.04
C -0.10 -0.05 0.40
C -0.15 -0.01 0.14
H 0.57 -0.52 0.35
C 0.01 0.02 0.14
C 0.01 0.05 0.01

Entry 2:
Molecular formula: C20H25N3O4S
Method: DFT, ωB97M-V/def2-TZVPD

Computed properties:
Energy relative to the best compared isomer or geometry (same formula, charge and spin)   75.4 kcal per mole
2S+1   1
HOMO   -7.1 eV
LUMO   0.026 Eh
Kohn-Sham gap   7.811 eV

CARTESIAN COORDINATES (ANGSTROEM)
C  1.577974  2.287097  1.284467
C  -4.066102  -0.010464  -2.000087
C  -3.614090  1.583267  0.231231
O  -0.010584  0.349806  -0.537268
S  -0.937003  1.052704  0.304182
C  -5.118630  0.649660  -1.386377
N  3.099402  1.082269  -0.209230
C  2.951850  -0.702350  -1.859251
N  2.874648  -1.553384  -0.677877
C  -2.573584  0.923609  -0.393012
H  -6.120524  0.539871  -1.774555
H  3.215591  1.418803  -2.241856
H  -2.598579  -1.239401  2.055914
H  1.274404  1.335489  1.721973
H  1.824406  -1.689178  1.854627
H  -1.934354  -0.375522  -1.939932
C  -1.076382  -2.514633  0.372713
O  1.807761  2.704354  -1.067335
H  -4.246525  -0.634618  -2.861908
H  -0.461364  -2.143629  2.399217
C  3.849534  -1.179772  0.314032
H  4.834111  -1.241775  -0.161552
C  2.154228  2.039550  -0.102142
H  -0.260159  2.885908  -0.699128
C  -0.615606  -2.672825  -0.931869
O  -2.425166  -2.674610  0.571718
N  -0.640334  2.709106  0.226548
H  -4.030321  -2.240943  1.685907
H  2.331598  2.753281  1.923031
C  -0.158809  -2.216286  1.367149
H  3.835079  -1.899150  1.133314
H  4.648474  0.646095  -1.522511
C  0.325830  3.172607  1.212303
O  -1.008269  0.683647  1.692314
C  1.158861  -1.944956  1.045151
C  0.696192  -2.403187  -1.246888
H  1.026433  -2.518310  -2.267971
H  0.590429  4.198972  0.951048
C  3.553845  0.673963  -1.521465
H  -3.404070  2.185215  1.100662
H  -5.721481  1.956739  0.200609
C  -2.781020  0.127365  -1.500921
C  -2.947320  -2.246688  1.806939
H  -0.175087  3.159801  2.182932
H  4.563607  0.668791  1.225013
H  -2.680493  -2.936862  2.615296
H  -1.315001  -2.983569  -1.693188
H  2.909310  0.221963  1.682018
C  -4.896246  1.447241  -0.273697
C  3.616067  0.250784  0.855257
C  1.594676  -1.949658  -0.275623
H  1.941425  -0.547152  -2.237836
H  3.561350  -1.189035  -2.632087

Force components x, y, z for each atom (eV/Å):
C -0.24 0.16 -0.20
C -0.04 0.01 0.02
C -0.15 0.07 0.10
O -0.28 0.23 -0.26
S -0.40 0.56 -0.28
C 0.00 -0.06 -0.07
N 0.06 -0.23 -0.23
C 0.18 0.09 -0.24
N 0.11 0.04 0.07
C 0.52 0.02 0.09
H -0.07 0.00 -0.04
H 0.15 -0.11 0.04
H -0.03 -0.06 0.02
H 0.23 0.05 0.13
H 0.10 0.08 0.04
H 0.06 -0.10 -0.12
C -0.01 -0.08 0.02
O -0.18 0.30 -0.22
H 0.00 -0.05 -0.07
H -0.07 0.03 0.08
C -0.01 0.04 0.06
H -0.04 -0.01 0.14
C 0.35 0.17 0.42
H 0.03 -0.01 -0.17
C -0.11 0.02 0.15
O 0.26 -0.11 -0.32
N -0.63 -0.90 -0.13
H 0.06 0.00 0.07
H 0.03 -0.09 0.04
C -0.37 -0.18 0.00
H 0.09 0.05 -0.02
H -0.06 0.02 -0.05
C 0.38 -0.13 0.45
O -0.17 0.36 0.20
C 0.28 -0.03 -0.15
C -0.04 -0.05 0.07
H 0.04 -0.02 -0.09
H -0.12 -0.11 0.01
C -0.03 0.05 -0.27
H -0.08 0.13 0.11
H -0.05 0.05 0.05
C 0.18 -0.06 -0.06
C -0.10 0.06 0.19
H 0.18 0.15 -0.02
H -0.07 -0.11 0.06
H -0.01 0.04 -0.01
H -0.08 -0.05 -0.10
H 0.08 0.03 -0.03
C 0.09 0.04 0.12
C 0.12 -0.10 0.31
C -0.14 -0.34 0.17
H 0.10 -0.02 -0.05
H -0.10 0.13 -0.07